DFT (wB97M-V/def2-TZVPD) results for a molecular structure, C19H19F3IrN4O7.

For the relative energy (zero: lowest compared OMol25 entry of this formula, charge and spin), the calculation gives 4.8 kcal/mol. As for the multiplicity: 2. Its LUMO energy (spin up / spin down) is -0.88 / -1.52 eV. The value obtained for the frontier orbital gap (spin up / spin down) is 0.255 / 0.229 Eh. As for the charge: 0.

Last column: Mulliken charge in e.
Positions of all 53 atoms, in Å:
Ir: 0.01 0.33 -0.51  3.4527
C: 1.03 1.83 -1.66  0.9614
C: 0.47 0.83 -2.53  0.6574
C: 1.12 -0.43 -2.20  0.8476
C: 2.05 -0.21 -1.13  0.6001
C: 2.04 1.19 -0.84  0.1057
C: 3.01 1.92 0.02  -1.6334
C: 2.95 -1.21 -0.49  -1.6721
C: 0.90 -1.71 -2.93  -1.5247
C: -0.57 1.00 -3.57  -1.6347
C: 0.67 3.27 -1.63  -1.7970
H: 2.54 2.76 0.54  0.2998
H: 3.77 2.34 -0.64  0.3771
H: 3.48 1.27 0.75  0.5092
H: 2.72 -2.22 -0.82  0.3969
H: 2.84 -1.16 0.59  0.3202
H: 3.99 -0.99 -0.74  0.3736
H: -0.12 -1.78 -3.29  0.3799
H: 1.10 -2.57 -2.30  0.4232
H: 1.59 -1.73 -3.78  0.3097
H: -1.34 0.23 -3.47  0.2483
H: -0.12 0.92 -4.56  0.3653
H: -1.05 1.98 -3.49  0.3519
H: -0.36 3.42 -1.95  0.4213
H: 1.33 3.84 -2.28  0.3384
H: 0.76 3.66 -0.61  0.3169
O: -3.86 -4.28 1.15  -0.5519
C: -3.11 -3.41 0.83  0.3491
C: -2.86 -2.91 -0.60  0.0459
O: -3.38 -3.32 -1.62  -0.6307
C: -1.88 -1.84 -0.44  0.6713
C: -1.48 -1.68 0.86  0.2850
O: -0.58 -0.80 1.17  -0.7836
C: -2.22 -2.57 1.76  -0.1124
O: -2.18 -2.65 2.97  -0.6563
O: -1.38 -1.06 -1.37  -0.9165
N: -4.88 1.77 2.97  -0.3815
C: -3.82 1.55 2.18  0.6812
N: -2.76 0.91 2.67  -0.1034
N: -3.90 2.00 0.92  -0.8605
C: -2.90 1.68 0.16  0.6902
N: -2.00 1.39 -0.51  -0.7492
H: -4.92 1.42 3.91  0.1968
H: -5.70 2.16 2.55  0.2518
H: -2.75 0.56 3.61  0.2064
H: -1.91 0.81 2.13  -0.1986
F: -0.27 2.36 3.97  -0.2487
C: 0.97 2.19 3.47  0.7300
F: 1.43 3.41 3.13  -0.2788
F: 1.73 1.72 4.45  -0.2608
C: 0.99 1.26 2.22  0.4883
O: 0.14 1.65 1.34  -1.0562
O: 1.81 0.37 2.19  -0.6017

DFT (wB97M-V/def2-TZVPD) results for a gas-phase ion, C25H19F3NO (charge +1).

The SMILES is O=C1CCC[N+]1=C=C(c1ccccc1)[C@@H](c1cccc(F)c1)c1cc(F)cc(F)c1. Its LUMO energy is -4.90 eV. The value obtained for the frontier orbital gap is 0.261 Eh. As for the charge: +1.

Last column: Mulliken charge in e.
Positions of all 49 atoms, in Å:
O: 1.17 2.59 1.97  -0.4473
C: 0.06 3.05 1.81  0.3602
C: -0.46 4.44 1.97  -0.5451
C: -1.88 4.43 1.41  -0.6716
C: -2.34 2.97 1.36  -0.5304
N: -1.07 2.24 1.37  0.1473
C: -0.87 1.01 1.02  -0.3700
C: -0.21 -0.03 0.53  0.8185
C: 0.30 -1.05 1.54  -0.2417
C: 1.63 -1.43 1.73  0.1534
C: 1.98 -2.38 2.69  -0.7783
C: 0.99 -3.01 3.46  -0.3991
C: -0.35 -2.69 3.22  -0.7820
C: -0.68 -1.68 2.31  -0.3064
C: -0.41 -0.35 -0.90  1.1893
C: 0.40 0.54 -1.85  0.0004
C: 0.64 1.88 -1.52  -0.1465
C: 1.21 2.79 -2.42  -0.7704
C: 1.61 2.33 -3.69  -0.6257
C: 1.46 0.98 -3.97  0.0093
F: 2.00 0.48 -5.13  -0.3064
C: 0.78 0.09 -3.12  -0.5918
C: -0.29 -1.86 -1.20  -0.0556
C: 0.92 -2.43 -1.60  -0.7142
C: 0.98 -3.80 -1.85  -0.0110
F: 2.16 -4.32 -2.32  -0.3064
C: -0.10 -4.66 -1.64  -0.8074
C: -1.27 -4.06 -1.14  0.2325
F: -2.32 -4.86 -0.73  -0.3086
C: -1.41 -2.68 -0.97  -0.5171
H: 0.18 5.16 1.45  0.3180
H: -0.45 4.69 3.04  0.3865
H: -1.90 4.83 0.40  0.2982
H: -2.57 5.00 2.03  0.3714
H: -2.93 2.73 0.46  0.3417
H: -2.91 2.73 2.26  0.3687
H: 2.39 -0.96 1.08  0.4198
H: 3.03 -2.63 2.84  0.4174
H: 1.26 -3.74 4.21  0.4236
H: -1.16 -3.23 3.73  0.4126
H: -1.72 -1.39 2.15  0.3049
H: -1.47 -0.10 -1.12  0.8006
H: 0.31 2.20 -0.53  0.0367
H: 1.30 3.84 -2.16  0.4180
H: 2.02 3.01 -4.43  0.4498
H: 0.57 -0.92 -3.46  0.7417
H: 1.80 -1.82 -1.81  0.8100
H: -0.03 -5.72 -1.83  0.5116
H: -2.37 -2.24 -0.66  0.4908